This record from the OMol25 dataset describes an isolated molecule of C25H31N3O7. The level of theory is the ωB97M-V functional and the def2-TZVPD basis.

Atoms and positions in Å:
C1 -7.884 1.716 -0.792
O1 -6.681 1.029 -1.091
C2 -5.628 1.320 -0.277
O2 -5.718 2.094 0.646
C3 -4.451 0.574 -0.667
N1 -4.481 -0.343 -1.691
C4 -3.283 -0.939 -1.814
C5 -3.001 -1.951 -2.864
C6 -2.430 -0.378 -0.868
C7 -1.051 -0.779 -0.628
O3 -0.895 -2.104 -0.461
C8 -0.021 0.105 -0.578
C9 -0.064 1.496 -0.989
O4 -1.006 2.150 -1.383
C10 1.374 1.999 -0.907
O5 1.792 3.104 -1.181
N2 2.134 0.958 -0.493
C11 3.555 1.054 -0.300
C12 4.389 0.277 -1.346
N3 4.302 0.689 -2.727
C13 4.592 2.092 -2.946
C14 3.105 0.277 -3.427
C15 1.403 -0.252 -0.206
C16 1.497 -0.635 1.258
C17 1.442 0.338 2.234
C18 1.523 0.011 3.588
O6 1.462 1.054 4.454
C19 1.518 0.789 5.835
C20 1.660 -1.324 3.946
C21 1.702 -2.309 2.971
C22 1.617 -1.981 1.630
O7 1.620 -2.898 0.595
C23 1.778 -4.262 0.912
C24 -3.171 0.580 -0.132
C25 -2.698 1.414 0.998
H1 -8.237 1.450 0.206
H2 -7.724 2.795 -0.830
H3 -8.606 1.410 -1.546
H4 -5.295 -0.512 -2.260
H5 -2.248 -2.652 -2.513
H6 -2.625 -1.467 -3.766
H7 -3.906 -2.498 -3.119
H8 0.029 -2.341 -0.258
H9 3.811 0.673 0.695
H10 3.802 2.118 -0.348
H11 5.438 0.378 -1.044
H12 4.131 -0.784 -1.298
H13 5.509 2.353 -2.419
H14 4.750 2.248 -4.013
H15 3.784 2.758 -2.615
H16 2.903 -0.773 -3.217
H17 2.216 0.870 -3.176
H18 3.285 0.381 -4.498
H19 1.800 -1.077 -0.816
H20 1.336 1.377 1.961
H21 1.440 1.759 6.324
H22 2.466 0.318 6.116
H23 0.686 0.154 6.157
H24 1.731 -1.621 4.980
H25 1.801 -3.336 3.283
H26 2.726 -4.444 1.425
H27 1.778 -4.786 -0.043
H28 0.949 -4.627 1.526
H29 -1.913 0.908 1.557
H30 -2.291 2.345 0.603
H31 -3.530 1.660 1.651

Computed properties:
2S+1	1
energy relative to the best compared isomer or geometry (same formula, charge and spin)	46.54	kJ/mol
SMILES string	COC(=O)c1[nH]c(C)c(/C(O)=C2\C(=O)C(=O)N(CCN(C)C)[C@H]2c2cc(OC)ccc2OC)c1C
LUMO level	0.1	eV
orbital gap	0.302	Eh

=====

This record from the OMol25 dataset describes a 7-piece molecular cluster, C23H39N3O10S overall. The level of theory is the ωB97M-V functional and the def2-TZVPD basis.

Atoms and positions in Å:
C1 -2.380 1.621 -3.801
C2 -1.009 2.282 -4.006
O1 -0.569 1.615 -5.191
C3 -1.202 0.438 -5.300
O2 -1.014 -0.384 -6.150
O3 -2.095 0.326 -4.320
H1 -3.309 1.912 -4.302
H2 -2.613 1.548 -2.736
H3 -0.398 2.069 -3.135
H4 -1.121 3.353 -4.144
C4 0.315 4.389 4.450
C5 -0.166 3.980 3.046
O4 1.009 3.472 2.434
C6 2.081 3.713 3.179
O5 3.193 3.399 2.902
O6 1.744 4.319 4.341
H5 0.108 3.726 5.298
H6 -0.138 5.334 4.748
H7 -0.464 4.928 2.594
H8 -0.931 3.211 2.989
C7 2.809 -1.544 3.688
C8 3.327 -0.131 3.772
O7 3.201 0.294 2.441
C9 3.337 -0.753 1.616
O8 3.607 -0.749 0.461
O9 3.165 -1.896 2.338
H9 1.718 -1.518 3.749
H10 3.163 -2.220 4.460
H11 4.386 -0.149 4.060
H12 2.842 0.520 4.494
C10 -2.577 -4.584 3.707
C11 -3.014 -3.637 4.818
C12 -2.874 -2.158 4.488
C13 -3.281 -1.244 5.533
N1 -3.642 -0.570 6.392
H13 -3.198 -4.596 2.813
H14 -2.522 -5.619 4.049
H15 -1.537 -4.333 3.470
H16 -2.630 -4.033 5.757
H17 -4.097 -3.773 4.945
H18 -3.449 -1.867 3.598
H19 -1.894 -1.928 4.051
C14 -0.125 -0.671 -1.344
C15 0.416 0.638 -0.801
C16 -0.462 1.212 0.344
C17 -0.450 0.222 1.425
N2 -0.482 -0.555 2.264
H20 0.489 -1.048 -2.164
H21 -1.165 -0.610 -1.652
H22 -0.010 -1.436 -0.573
H23 0.373 1.487 -1.489
H24 1.395 0.607 -0.318
H25 -1.526 1.389 0.142
H26 -0.130 2.213 0.619
C18 -1.731 -5.208 -5.352
C19 -0.921 -3.965 -5.741
C20 -0.435 -3.136 -4.587
C21 -1.547 -2.682 -3.682
N3 -2.401 -2.250 -3.049
H27 -2.239 -5.677 -6.189
H28 -2.491 -4.844 -4.654
H29 -1.167 -5.944 -4.777
H30 -1.600 -3.307 -6.289
H31 -0.077 -4.183 -6.396
H32 0.088 -2.258 -4.966
H33 0.274 -3.588 -3.886
C22 3.275 3.167 -2.697
S1 2.121 4.240 -1.760
O10 0.747 3.658 -1.936
C23 2.768 3.760 -0.133
H34 3.027 3.201 -3.755
H35 3.188 2.145 -2.336
H36 4.227 3.649 -2.476
H37 2.225 4.318 0.629
H38 3.829 3.996 -0.077
H39 2.634 2.695 0.059

Computed properties:
2S+1	1
LUMO level	0.2	eV
orbital gap	0.352	Eh

=====

This record from the OMol25 dataset describes a 4-piece molecular cluster, C39H69N4O12S6 overall. The level of theory is the ωB97M-V functional and the def2-TZVPD basis.

Atoms and positions in Å:
C1 1.256 -1.447 -6.654
C2 0.326 -1.694 -5.475
O1 1.074 -2.248 -4.419
C3 -0.444 -0.423 -5.018
O2 0.069 -0.039 -3.723
N1 -0.596 1.104 -3.224
C4 -1.390 0.753 -1.997
C5 -2.491 -0.258 -2.292
C6 -2.162 -1.714 -2.567
O3 -2.862 -2.376 -3.281
O4 -1.042 -2.216 -1.967
C7 -0.404 0.408 -0.892
N2 -1.109 -0.341 0.140
C8 -0.565 -1.198 0.798
S1 0.131 -2.286 1.653
C9 0.263 1.669 -0.348
C10 -0.639 2.536 0.537
C11 -1.033 2.017 1.919
C12 -1.713 3.155 2.700
S2 -3.096 2.584 3.686
C13 -4.431 2.774 2.615
S3 -4.488 3.504 1.164
N3 -5.581 2.190 3.200
C14 -5.898 0.853 3.245
C15 -7.080 0.797 3.887
N4 -7.500 2.048 4.252
C16 -6.585 2.862 3.827
O5 1.377 1.145 0.350
C17 2.214 2.054 1.055
C18 3.676 1.631 0.969
C19 4.304 2.039 -0.359
C20 3.949 0.158 1.339
C21 3.763 -0.844 0.197
C22 3.198 -0.274 2.596
C23 0.753 2.550 -1.539
C24 0.373 2.272 -3.025
C25 1.654 1.978 -3.800
C26 -0.276 3.514 -3.676
C27 -1.711 3.850 -3.296
O6 -1.809 4.348 -1.978
H1 0.996 -0.541 -7.198
H2 2.286 -1.392 -6.312
H3 1.187 -2.270 -7.359
H4 -0.444 -2.399 -5.792
H5 0.522 -2.848 -3.910
H6 -1.513 -0.620 -4.951
H7 -0.267 0.394 -5.722
H8 -1.252 1.390 -3.956
H9 -1.882 1.684 -1.708
H10 -3.151 -0.253 -1.426
H11 -3.088 0.089 -3.135
H12 -1.295 -2.882 -1.311
H13 0.401 -0.207 -1.294
H14 -1.552 2.802 0.005
H15 -0.120 3.486 0.683
H16 -0.184 1.615 2.469
H17 -1.751 1.210 1.830
H18 -2.115 3.877 1.996
H19 -1.031 3.657 3.381
H20 -5.294 0.073 2.823
H21 -7.662 -0.079 4.109
H22 -6.634 3.928 3.954
H23 2.126 3.064 0.646
H24 1.919 2.113 2.104
H25 4.173 2.226 1.742
H26 4.158 3.107 -0.530
H27 5.381 1.883 -0.324
H28 3.904 1.479 -1.202
H29 5.011 0.119 1.594
H30 2.742 -0.835 -0.179
H31 4.463 -0.637 -0.609
H32 3.994 -1.840 0.570
H33 2.128 -0.095 2.523
H34 3.597 0.218 3.482
H35 3.341 -1.344 2.743
H36 1.838 2.561 -1.501
H37 0.434 3.565 -1.325
H38 1.471 1.783 -4.854
H39 2.251 2.887 -3.745
H40 2.234 1.183 -3.343
H41 -0.223 3.399 -4.762
H42 0.371 4.347 -3.411
H43 -2.103 4.560 -4.023
H44 -2.366 2.976 -3.383
H45 -2.040 5.279 -1.999
C28 1.732 -5.975 2.213
C29 2.754 -6.966 1.640
C30 4.111 -6.253 1.625
S4 4.061 -5.044 2.954
O7 4.109 -3.715 2.383
O8 4.969 -5.411 4.007
C31 2.373 -5.370 3.458
H46 0.783 -6.455 2.448
H47 1.540 -5.184 1.482
H48 2.801 -7.851 2.277
H49 2.488 -7.297 0.638
H50 4.940 -6.932 1.799
H51 4.263 -5.710 0.695
H52 1.921 -4.437 3.787
H53 2.405 -6.080 4.283
C32 -9.698 8.130 5.076
C33 -9.909 7.209 3.866
C34 -8.552 7.055 3.167
S5 -7.306 7.268 4.449
O9 -6.539 8.452 4.165
O10 -6.636 6.012 4.693
C35 -8.448 7.614 5.782
H54 -10.558 8.125 5.743
H55 -9.538 9.157 4.741
H56 -10.261 6.233 4.207
H57 -10.656 7.606 3.181
H58 -8.416 6.075 2.715
H59 -8.381 7.832 2.425
H60 -7.987 8.330 6.458
H61 -8.637 6.674 6.300
C36 7.600 -7.792 -3.257
C37 8.427 -7.130 -2.145
C38 7.441 -6.570 -1.111
S6 5.978 -7.614 -1.208
O11 4.868 -6.816 -1.674
O12 5.850 -8.395 -0.004
C39 6.556 -8.649 -2.548
H62 8.220 -8.392 -3.920
H63 7.105 -7.027 -3.859
H64 9.069 -7.877 -1.675
H65 9.071 -6.343 -2.533
H66 7.822 -6.612 -0.094
H67 7.128 -5.556 -1.348
H68 5.707 -8.925 -3.169
H69 7.000 -9.538 -2.101

Computed properties:
2S+1	1
total charge	+1
LUMO level	-2.4	eV
orbital gap	0.294	Eh

=====

This record from the OMol25 dataset describes an isolated molecule of C5H6O2. The level of theory is the ωB97M-V functional and the def2-TZVPD basis.

Atoms and positions in Å:
C1 -0.905 -1.221 -0.476
C2 -2.117 -0.888 0.286
C3 -2.782 0.192 0.246
C4 0.066 0.728 0.366
C5 1.233 1.656 0.155
O1 -3.303 1.240 0.130
O2 0.211 -0.301 -0.460
H1 -1.129 -1.512 -1.549
H2 -0.622 -2.238 -0.053
H3 -2.692 -1.652 0.625
H4 2.028 1.125 -0.349
H5 1.677 2.145 1.153
H6 0.902 2.420 -0.457

Computed properties:
2S+1	3
energy relative to the best compared isomer or geometry (same formula, charge and spin)	190.21	kJ/mol
LUMO level (spin up / spin down)	0.8 / -0.7	eV
orbital gap (spin up / spin down)	0.272 / 0.317	Eh